{"formula": "C25H17N2O8ReS3", "method": "ωB97M-V/def2-TZVPD", "spin_multiplicity": 4, "de_lowest_kcal_mol": 9.9, "orbital_gap_ev": [7.79, 5.39], "homo_energy_ev": [-5.37, -4.39], "lumo_ev": [2.420, 1.002], "charge": -1, "e_tot_ha": -2947.26147, "elements": ["Re", "C", "C", "C", "C", "C", "C", "N", "N", "C", "C", "C", "C", "C", "C", "H", "H", "H", "H", "H", "H", "H", "H", "H", "O", "S", "O", "O", "C", "C", "C", "C", "C", "C", "S", "O", "O", "O", "H", "H", "H", "H", "O", "C", "O", "C", "C", "C", "C", "C", "C", "S", "H", "H", "H", "H"], "xyz": [[-0.558494, -0.007074, -0.237286], [1.584374, 0.870855, 4.749829], [2.130596, 0.824042, 3.477659], [1.422329, 0.254413, 2.429157], [0.158017, -0.265952, 2.670274], [-0.403323, -0.218622, 3.941503], [0.316751, 0.348571, 4.977217], [-0.577103, -0.821679, 1.585999], [-1.353160, -1.829813, 1.902862], [-2.060288, -2.232148, 0.808712], [-2.930980, -3.334957, 0.888796], [-3.615997, -3.728451, -0.233713], [-3.451832, -3.033452, -1.445329], [-2.603659, -1.950199, -1.525230], [-1.879744, -1.522098, -0.399539], [2.139561, 1.320999, 5.563144], [3.114935, 1.231912, 3.288986], [1.854676, 0.223940, 1.437260], [-1.396411, -0.614226, 4.092859], [-0.119919, 0.398463, 5.966610], [-3.037825, -3.852480, 1.833007], [-4.286634, -4.577498, -0.188708], [-3.994894, -3.357719, -2.324929], [-2.486796, -1.432958, -2.470657], [1.430818, 2.782833, -2.298245], [0.351490, 2.345361, -1.475603], [0.676944, 1.877115, -0.109141], [-0.447004, 1.205544, -2.045746], [-0.746453, 3.739674, -1.288017], [-0.526512, 4.780795, -2.179714], [-1.296537, 5.933140, -2.129081], [-2.289191, 6.045782, -1.173081], [-2.512303, 5.004462, -0.283992], [-1.752382, 3.844418, -0.326646], [-2.186312, 2.602670, 0.904857], [-1.213116, 2.674641, 1.957701], [-3.554595, 2.881656, 1.238393], [-2.108333, 1.317848, 0.134404], [0.265994, 4.679908, -2.906755], [-1.112745, 6.733579, -2.833037], [-2.898023, 6.938668, -1.116880], [-3.300089, 5.068895, 0.452563], [2.782068, -0.200478, -0.584932], [2.163532, -1.168099, -0.976611], [0.855404, -1.282603, -0.983346], [2.853274, -2.387696, -1.510124], [4.239118, -2.361390, -1.636009], [4.931351, -3.454034, -2.119617], [4.223331, -4.595530, -2.484896], [2.847985, -4.639041, -2.364638], [2.142603, -3.534877, -1.869886], [0.408742, -3.659336, -1.707524], [4.744135, -1.450633, -1.341709], [6.008514, -3.422009, -2.213911], [4.747180, -5.462852, -2.867700], [2.306945, -5.532262, -2.649579]], "forces_ev_per_angstrom": [[-0.15, 0.08, 0.21], [0.01, 0.01, 0.03], [-0.01, -0.01, -0.04], [-0.04, 0.04, 0.09], [0.05, 0.03, 0.01], [0.07, 0.02, 0.02], [-0.01, 0.00, 0.00], [-0.28, -0.22, -0.23], [0.11, 0.13, 0.00], [-0.02, -0.05, 0.01], [0.02, 0.05, -0.05], [0.01, 0.01, 0.02], [-0.01, 0.00, -0.02], [-0.04, 0.01, 0.01], [-0.02, -0.03, 0.02], [0.00, 0.00, 0.01], [0.01, 0.01, 0.00], [0.03, -0.03, -0.02], [-0.01, -0.01, 0.00], [-0.01, 0.00, 0.01], [0.00, -0.01, 0.02], [-0.01, -0.01, -0.01], [0.00, 0.00, 0.00], [0.01, 0.02, -0.02], [0.00, 0.01, -0.02], [-0.11, -0.33, 0.16], [0.17, 0.24, -0.09], [0.05, 0.03, -0.14], [0.12, 0.00, -0.10], [0.01, 0.08, -0.05], [0.03, -0.07, 0.01], [0.01, -0.05, 0.03], [-0.07, 0.06, 0.00], [-0.09, -0.01, 0.05], [0.10, 0.15, 0.11], [-0.05, 0.01, -0.04], [-0.06, 0.02, 0.02], [-0.04, -0.16, 0.01], [0.01, -0.01, 0.00], [0.01, 0.01, -0.01], [-0.01, 0.01, 0.01], [-0.01, -0.01, 0.01], [0.05, 0.10, 0.12], [-0.14, -0.16, -0.18], [0.37, 0.00, 0.01], [-0.02, 0.07, 0.00], [-0.04, 0.05, 0.00], [0.01, -0.02, -0.01], [0.01, 0.00, 0.01], [0.03, 0.02, 0.01], [-0.11, -0.07, 0.01], [0.04, 0.00, -0.01], [0.02, 0.00, 0.00], [0.01, 0.00, -0.01], [0.02, 0.00, 0.00], [-0.02, -0.01, 0.00]], "nbo_charge": [1.63, -0.23, -0.19, -0.25, 0.21, -0.23, -0.21, -0.32, -0.26, 0.15, -0.22, -0.23, -0.23, -0.20, -0.32, 0.20, 0.21, 0.25, 0.23, 0.20, 0.21, 0.20, 0.20, 0.21, -0.92, 2.40, -0.95, -0.96, -0.25, -0.20, -0.22, -0.20, -0.18, -0.33, 2.44, -0.95, -0.96, -0.98, 0.24, 0.21, 0.21, 0.25, -0.63, 0.77, -0.74, -0.13, -0.16, -0.26, -0.19, -0.25, -0.19, 0.23, 0.24, 0.21, 0.20, 0.21]}

=====

{"formula": "C25H18Br4CaN4O4Se", "method": "ωB97M-V/def2-TZVPD", "de_lowest_kcal_mol": 49.5, "orbital_gap_ev": 5.30, "homo_energy_ev": -1.29, "lumo_ev": 4.012, "charge": -2, "e_tot_ha": -14858.75298, "elements": ["Ca", "O", "C", "C", "C", "C", "C", "C", "C", "N", "N", "C", "O", "C", "C", "C", "C", "C", "C", "H", "H", "H", "H", "H", "H", "H", "H", "H", "H", "Br", "C", "C", "Br", "C", "Br", "C", "O", "C", "O", "C", "Br", "C", "N", "C", "C", "N", "C", "C", "Se", "H", "H", "H", "H", "H", "H", "H", "H"], "xyz": [[-0.195519, 0.693332, 0.584502], [-0.825578, -0.215788, -1.262703], [-1.020438, 0.267749, -2.430816], [-0.822374, -0.534384, -3.595581], [-0.982425, -0.040667, -4.873769], [-1.390160, 1.283804, -5.093086], [-1.620090, 2.082441, -3.982840], [-1.444496, 1.632043, -2.672747], [-1.654262, 2.614573, -1.584297], [-1.285652, 2.397263, -0.387914], [-1.558369, 3.331853, 0.617719], [-0.685578, 3.226999, 1.625715], [0.412161, 2.588300, 1.625018], [-1.085922, 3.980191, 2.868446], [-0.385837, 3.724388, 4.040764], [-0.753330, 4.347239, 5.230112], [-1.816878, 5.242146, 5.248928], [-2.519533, 5.499100, 4.073035], [-2.160753, 4.864351, 2.891443], [-0.501332, -1.556836, -3.422160], [-0.778137, -0.686908, -5.722825], [-1.514973, 1.673999, -6.096147], [-1.926059, 3.116980, -4.123192], [-2.131817, 3.566528, -1.835870], [0.431887, 3.014651, 3.999523], [-0.215137, 4.121639, 6.143637], [-2.110273, 5.723653, 6.176839], [-3.358461, 6.185965, 4.083914], [-2.705346, 5.034610, 1.971816], [1.006139, -1.429054, 7.092916], [1.147151, -1.202582, 5.207474], [2.260071, -1.648510, 4.520722], [3.662858, -2.556324, 5.426658], [2.337166, -1.441198, 3.124238], [3.889260, -1.928795, 2.139341], [1.318637, -0.835911, 2.369307], [1.432900, -0.594672, 1.096271], [0.083854, -0.456431, 3.088992], [-0.943831, -0.001489, 2.432665], [0.093429, -0.596072, 4.486629], [-1.449497, 0.079936, 5.365685], [-0.933099, -4.804438, -2.588196], [0.386607, -4.507318, -3.115235], [0.874971, -4.883565, -4.359384], [2.110777, -4.369274, -4.467916], [2.371956, -3.682751, -3.290685], [3.567761, -2.916240, -2.992617], [1.301768, -3.745853, -2.437721], [1.141754, -2.937698, -0.818104], [-1.266182, -5.765596, -2.979778], [-1.645721, -4.023572, -2.854594], [-0.864460, -4.839029, -1.503117], [0.301385, -5.480760, -5.046711], [2.828870, -4.437503, -5.266696], [4.391343, -3.303760, -3.592377], [3.786777, -3.012204, -1.931459], [3.412022, -1.858535, -3.203781]], "forces_ev_per_angstrom": [[0.36, -0.39, -0.54], [-0.42, -0.05, -1.24], [-0.16, 0.21, 0.04], [-0.01, 0.06, -0.06], [-0.05, 0.17, 0.06], [0.03, -0.18, 0.13], [0.02, -0.03, 0.02], [0.05, 0.21, 0.23], [-0.03, -0.34, -0.28], [-0.17, 1.24, -0.02], [0.07, -0.21, 0.06], [-0.14, 0.36, -0.74], [-0.35, 0.74, 0.30], [0.13, -0.13, -0.08], [0.00, 0.07, 0.15], [-0.02, 0.02, -0.11], [0.01, -0.07, -0.08], [0.09, -0.07, 0.03], [-0.04, 0.11, 0.06], [0.02, 0.04, 0.00], [-0.03, -0.02, 0.00], [0.00, -0.01, 0.02], [-0.02, -0.02, -0.01], [-0.05, 0.03, -0.07], [-0.05, 0.02, 0.02], [-0.02, 0.00, -0.02], [0.02, -0.02, -0.05], [0.00, 0.01, -0.01], [0.01, -0.01, 0.03], [0.01, 0.01, -0.10], [-0.04, 0.05, -0.21], [-0.13, 0.12, -0.17], [-0.01, 0.04, 0.00], [-0.19, 0.08, 0.09], [0.00, -0.01, 0.04], [0.14, 0.04, 0.11], [0.60, -0.84, 1.13], [-0.07, -0.21, 0.12], [0.27, -0.73, 1.36], [0.10, -0.08, -0.15], [-0.01, -0.05, 0.05], [0.16, 0.02, -0.11], [-0.31, -0.14, -0.03], [-0.25, 0.01, 0.26], [0.21, 0.19, 0.21], [0.25, 0.09, -0.09], [-0.12, -0.12, -0.07], [-0.01, -0.13, -0.15], [0.19, -0.18, -0.20], [0.00, 0.01, -0.01], [0.00, 0.04, -0.01], [0.03, -0.01, 0.02], [0.00, 0.02, 0.04], [-0.02, 0.04, 0.04], [-0.01, 0.01, 0.00], [0.00, -0.03, 0.04], [-0.03, 0.03, -0.01]], "nbo_charge": [1.80, -0.84, 0.40, -0.28, -0.22, -0.34, -0.17, -0.22, 0.08, -0.39, -0.50, 0.54, -0.81, -0.02, -0.20, -0.21, -0.24, -0.24, -0.20, 0.19, 0.18, 0.19, 0.18, 0.15, 0.25, 0.20, 0.19, 0.19, 0.23, 0.01, -0.18, -0.18, 0.01, -0.24, 0.01, 0.35, -0.88, 0.26, -0.87, -0.21, 0.01, -0.41, -0.40, -0.10, -0.08, -0.40, -0.41, 0.19, -0.15, 0.19, 0.22, 0.25, 0.21, 0.21, 0.18, 0.25, 0.22]}